Entry 1:
C3H5NO | ωB97M-V with the def2-TZVPD basis set

Output
HOMO level = -9.4 eV
electronic energy = -247.16194 hartree
energy above the lowest of the compared OMol25 structures with the same formula, charge and spin = 91.2 kcal per mole
HOMO-LUMO gap = 9.33 eV

```
10
Properties=species:S:1:pos:R:3:lowdin_charge:R:1
O -1.39 -0.42 1.52 0.086
C -0.73 -0.02 0.59 -0.568
C -0.28 -0.77 -0.67 -0.168
C 1.01 0.01 -0.78 0.073
N -0.04 1.17 0.52 0.103
H -0.19 -1.83 -0.43 0.116
H -0.95 -0.64 -1.52 0.111
H 1.80 -0.42 -0.14 0.057
H 0.60 1.26 -0.47 0.068
H 0.18 1.65 1.39 0.123
```

---

Entry 2:
C19H45AsN6O2PdS2Si3 | ωB97M-V with the def2-TZVPD basis set

Output
HOMO level (spin up / spin down) = -5.9 / -5.9 eV
electronic energy = -5258.54814 hartree
HOMO-LUMO gap (spin up / spin down) = 5.62 / 5.61 eV

```
79
Properties=species:S:1:pos:R:3:lowdin_charge:R:1
Pd -0.10 0.52 0.01 0.203
C 2.00 -0.10 4.10 -0.151
C 1.68 -0.10 2.63 -0.813
S 0.02 -0.37 2.26 0.619
C 2.64 0.07 1.67 -0.835
C 4.10 0.18 2.00 -0.139
S 2.31 0.08 -0.02 0.619
H 1.08 -0.21 4.66 0.047
H 2.48 0.83 4.40 0.075
H 2.66 -0.93 4.36 0.077
H 4.28 0.30 3.07 0.061
H 4.54 1.02 1.47 0.063
H 4.61 -0.72 1.66 0.074
N -1.43 -4.79 0.28 0.122
N -1.58 -3.45 0.09 -0.289
N -2.48 -2.75 0.74 0.131
C -2.33 -1.55 0.21 -0.286
N -1.38 -1.54 -0.74 -0.039
N -0.92 -2.76 -0.80 0.078
H -1.84 -5.06 1.17 0.100
H -0.46 -5.06 0.20 0.101
H -2.91 -0.68 0.47 0.056
O -0.20 1.53 -2.30 -0.047
C 0.08 0.56 -2.97 -0.502
O 0.61 -0.51 -2.44 0.024
C -0.18 0.50 -4.48 -0.218
N 0.60 -0.62 -5.01 -0.037
C 1.85 0.00 -5.46 -0.190
C 1.46 1.34 -6.09 -0.155
C 0.30 1.80 -5.19 -0.114
H -1.25 0.33 -4.60 0.163
H 0.13 -1.05 -5.80 0.127
H 0.82 -1.17 -3.14 0.124
H 2.39 -0.66 -6.14 0.120
H 2.47 0.17 -4.58 0.125
H 1.12 1.19 -7.12 0.108
H 2.29 2.05 -6.10 0.110
H -0.50 2.26 -5.77 0.111
H 0.63 2.52 -4.45 0.105
C -4.21 4.16 2.30 -0.199
Si -3.03 2.65 2.12 0.354
C -4.09 1.08 2.46 -0.220
C -1.74 2.80 3.53 -0.219
As -1.88 2.18 0.09 0.789
Si -0.37 4.00 -0.03 0.361
C 1.07 3.48 1.12 -0.218
C -1.21 5.63 0.56 -0.215
C 0.43 4.41 -1.71 -0.201
Si -3.51 2.40 -1.61 0.359
C -2.83 3.26 -3.17 -0.205
C -4.05 0.62 -2.08 -0.216
C -5.08 3.38 -1.12 -0.215
H -4.57 4.21 3.32 0.029
H -5.07 4.08 1.65 -0.001
H -3.72 5.10 2.07 0.006
H -4.71 1.19 3.35 0.027
H -3.45 0.22 2.61 0.011
H -4.75 0.87 1.62 0.011
H -2.18 2.59 4.50 0.029
H -1.30 3.79 3.57 0.016
H -0.94 2.08 3.37 -0.028
H 0.78 3.42 2.16 0.014
H 1.93 4.14 1.04 0.031
H 1.39 2.48 0.81 -0.047
H -1.42 5.62 1.62 0.006
H -2.15 5.78 0.03 0.015
H -0.58 6.48 0.35 0.022
H 1.12 3.62 -2.00 0.015
H 0.99 5.34 -1.65 0.030
H -0.30 4.52 -2.50 0.003
H -1.82 2.92 -3.37 -0.018
H -2.80 4.34 -3.03 0.026
H -3.43 3.06 -4.04 0.028
H -3.18 -0.02 -2.19 -0.005
H -4.61 0.58 -3.01 0.025
H -4.68 0.18 -1.30 0.017
H -4.82 4.39 -0.81 0.017
H -5.62 2.91 -0.31 0.012
H -5.75 3.47 -1.97 0.028
```

---

Entry 3:
CH2O3S | ωB97M-V with the def2-TZVPD basis set

Output
HOMO level = -9.6 eV
electronic energy = -663.04667 hartree
energy above the lowest of the compared OMol25 structures with the same formula, charge and spin = 79.2 kcal per mole
HOMO-LUMO gap = 8.47 eV

```
7
Properties=species:S:1:pos:R:3:lowdin_charge:R:1
C 0.21 0.25 -1.18 -0.772
O 0.75 -0.34 -2.15 -0.197
O -0.19 -0.79 0.64 -0.299
O 0.46 1.44 -0.72 0.148
S -1.00 -0.51 -2.27 0.964
H -0.20 -1.74 0.24 0.019
H 0.01 1.57 0.13 0.138
```

---

Entry 4:
C34H27Cl2N6O3S2Ti | ωB97M-V with the def2-TZVPD basis set

Output
HOMO level (spin up / spin down) = -7.6 / -7.9 eV
electronic energy = -4432.52637 hartree
energy above the lowest of the compared OMol25 structures with the same formula, charge and spin = 11.8 kcal per mole
2S+1 = 2
HOMO-LUMO gap (spin up / spin down) = 7.37 / 7.64 eV
⟨S²⟩ = 0.75

```
75
Properties=species:S:1:pos:R:3:mulliken_spin:R:1
Ti 0.20 0.26 -0.63 0.970
Cl 4.75 -0.67 0.27 0.000
C 4.79 -0.43 -1.48 0.000
Cl 3.50 0.64 -2.05 0.001
H 4.65 -1.39 -1.96 0.000
H 5.74 0.02 -1.74 0.000
C -2.52 1.71 -2.25 0.002
C -2.40 0.23 -2.47 0.029
C -3.43 -0.35 -3.27 -0.009
C -3.46 -1.68 -3.46 0.012
C -2.45 -2.50 -2.90 -0.003
C -2.46 -3.90 -3.07 0.008
C -1.44 -4.64 -2.56 -0.006
C -0.35 -4.01 -1.92 0.011
C -0.30 -2.65 -1.76 -0.029
S 1.16 -1.90 -1.12 -0.023
C -1.41 -1.87 -2.19 0.037
N -1.42 -0.50 -1.96 -0.057
H -3.49 1.91 -1.78 0.001
H -2.51 2.21 -3.21 0.002
H -1.75 2.13 -1.61 0.000
H -4.17 0.31 -3.69 0.001
H -4.25 -2.14 -4.05 0.000
H -3.28 -4.36 -3.60 0.000
H -1.44 -5.72 -2.67 0.000
H 0.48 -4.61 -1.58 0.001
O 0.32 -1.02 1.75 -0.008
C 0.75 -0.04 2.69 0.016
C 1.22 1.15 1.82 0.003
O 1.31 2.28 2.25 -0.004
O 1.59 0.82 0.60 0.001
C -0.38 0.27 3.67 -0.002
C -0.81 -0.81 4.45 0.000
C -1.87 -0.67 5.33 0.000
C -2.52 0.55 5.45 0.000
C -2.10 1.62 4.68 0.000
C -1.03 1.49 3.80 0.000
C 2.01 -0.50 3.43 0.000
C 2.75 -1.57 2.94 0.000
C 3.91 -1.97 3.60 0.001
C 4.32 -1.31 4.74 0.000
C 3.59 -0.23 5.22 0.000
C 2.43 0.17 4.57 0.000
H 0.11 -1.84 2.21 0.002
H -0.30 -1.76 4.39 0.000
H -2.19 -1.52 5.92 0.000
H -3.37 0.65 6.12 0.000
H -2.60 2.57 4.76 0.000
H -0.71 2.33 3.21 0.000
H 2.44 -2.08 2.04 0.000
H 4.48 -2.80 3.21 0.000
H 5.22 -1.62 5.26 0.000
H 3.91 0.30 6.11 0.000
H 1.86 1.01 4.93 0.000
N 1.02 3.57 -0.39 0.000
C 0.81 3.15 -1.64 0.022
N 0.67 1.88 -2.01 -0.015
C 0.53 1.79 -3.40 0.029
C 0.49 0.61 -4.13 -0.020
C 0.30 0.68 -5.50 0.001
C 0.20 1.91 -6.15 0.000
C 0.30 3.09 -5.44 0.000
C 0.48 3.01 -4.07 -0.004
S 0.68 4.31 -2.92 0.000
H 1.18 2.94 0.40 0.001
H 1.17 4.55 -0.23 0.000
H 0.62 -0.34 -3.63 -0.003
H 0.24 -0.23 -6.07 0.000
H 0.05 1.94 -7.22 0.000
H 0.26 4.05 -5.94 0.000
N -1.33 1.00 0.51 0.009
C -2.41 0.77 0.91 0.018
N -3.60 0.64 1.26 0.003
C -4.11 -0.13 2.22 0.000
N -4.64 -0.78 3.01 0.001
```

---

Entry 5:
C38H36F5N4OOsS | ωB97M-V with the def2-TZVPD basis set

Output
HOMO level (spin up / spin down) = -10.5 / -10.5 eV
electronic energy = -2751.82545 hartree
charge = +1
energy above the lowest of the compared OMol25 structures with the same formula, charge and spin = 67.1 kcal per mole
HOMO-LUMO gap (spin up / spin down) = 5.46 / 5.48 eV

```
86
Properties=species:S:1:pos:R:3:lowdin_charge:R:1
Os 0.89 -0.43 0.31 1.377
C 4.83 -1.84 1.19 0.003
C 3.40 -1.45 1.27 -0.275
N 2.88 -0.55 0.48 -0.179
N 3.60 0.15 -0.38 0.086
C 2.87 0.94 -1.16 -0.394
O 1.61 1.03 -1.01 -0.134
C 3.54 1.70 -2.22 -0.146
C 4.92 1.59 -2.38 -0.017
C 5.55 2.23 -3.42 -0.061
C 4.81 2.99 -4.32 -0.061
C 3.44 3.12 -4.16 -0.065
C 2.80 2.48 -3.12 -0.012
C 2.47 -2.04 2.21 -0.241
C 2.85 -3.05 3.09 0.022
C 1.94 -3.55 4.00 -0.016
C 0.65 -3.04 4.01 -0.017
C 0.32 -2.07 3.08 -0.108
N 1.18 -1.59 2.19 -0.034
H 5.34 -1.14 0.54 0.075
H 4.93 -2.84 0.76 0.106
H 5.31 -1.84 2.17 0.093
H 5.48 1.00 -1.67 0.107
H 6.62 2.14 -3.55 0.110
H 5.30 3.47 -5.15 0.110
H 2.87 3.71 -4.86 0.109
H 1.73 2.58 -2.99 0.113
H 3.85 -3.44 3.04 0.120
H 2.22 -4.33 4.70 0.123
H -0.09 -3.39 4.71 0.118
H -0.69 -1.66 3.04 0.117
F -3.21 -6.55 0.83 0.139
C -2.23 -5.73 0.48 -0.131
C -2.34 -4.36 0.72 -0.141
F -3.45 -3.87 1.28 0.127
C -1.30 -3.52 0.38 -0.224
F -1.40 -2.19 0.67 0.009
C -0.13 -3.97 -0.22 -0.508
S 1.17 -2.92 -0.67 0.791
C -0.04 -5.35 -0.47 -0.237
F 1.06 -5.84 -1.04 0.096
C -1.07 -6.22 -0.12 -0.133
F -0.96 -7.52 -0.37 0.138
C -4.95 0.66 -2.87 -0.036
C -3.56 0.19 -2.56 -0.246
C -2.90 -0.68 -3.43 0.034
C -1.58 -1.07 -3.17 -0.245
C -0.85 -2.00 -4.09 -0.028
C -0.96 -0.58 -2.04 -0.024
C -1.62 0.23 -1.08 -0.265
C -2.94 0.62 -1.40 0.030
N -0.93 0.54 0.05 -0.021
C -1.26 1.66 0.91 -0.430
C -2.55 1.43 1.73 -0.058
C -2.82 2.66 2.60 -0.279
C -1.69 2.84 3.60 -0.111
C -0.39 3.07 2.83 -0.276
C -0.51 4.33 1.98 -0.108
C -1.64 4.14 0.98 -0.280
C -2.95 3.90 1.72 -0.104
C -1.34 2.95 0.07 -0.062
C -0.11 1.86 1.92 -0.110
H -5.37 0.10 -3.70 0.081
H -4.93 1.71 -3.15 0.091
H -5.60 0.56 -2.01 0.086
H -3.40 -1.05 -4.31 0.124
H -1.39 -2.14 -5.02 0.081
H -0.73 -2.97 -3.61 0.082
H 0.15 -1.62 -4.31 0.089
H 0.10 -0.81 -1.92 0.032
H -3.51 1.26 -0.76 0.100
H -2.41 0.55 2.35 0.127
H -3.41 1.25 1.10 0.108
H -3.76 2.50 3.14 0.148
H -1.60 1.96 4.24 0.123
H -1.89 3.70 4.25 0.128
H 0.44 3.17 3.53 0.147
H 0.43 4.53 1.46 0.126
H -0.73 5.19 2.62 0.128
H -1.73 5.04 0.35 0.149
H -3.77 3.76 1.00 0.125
H -3.19 4.77 2.34 0.127
H -0.38 3.09 -0.43 0.131
H -2.11 2.87 -0.70 0.115
H -0.01 0.96 2.55 0.103
H 0.82 2.04 1.38 0.114
```

---

Entry 6:
C42H31CoF5N6PSe2 | ωB97M-V with the def2-TZVPD basis set

Output
HOMO level (spin up / spin down) = -10.2 / -10.3 eV
electronic energy = -8973.73212 hartree
charge = +1
energy above the lowest of the compared OMol25 structures with the same formula, charge and spin = 0.0 kcal per mole
2S+1 = 4
HOMO-LUMO gap (spin up / spin down) = 6.91 / 6.94 eV
⟨S²⟩ = 3.76

```
88
Properties=species:S:1:pos:R:3:mulliken_spin:R:1
Co -21.81 -2.44 -3.12 2.698
Se -28.02 -7.00 -3.35 0.000
N -27.26 -5.95 -4.55 0.000
C -26.10 -5.68 -4.04 0.000
C -25.16 -4.75 -4.68 0.003
C -25.43 -4.29 -5.94 -0.004
C -24.58 -3.33 -6.52 0.004
C -23.48 -2.94 -5.80 -0.014
N -23.23 -3.32 -4.54 0.042
C -24.10 -4.16 -4.02 0.014
C -23.78 -4.71 -2.72 -0.021
N -22.67 -4.12 -2.15 0.036
C -22.30 -4.56 -0.94 -0.017
C -22.96 -5.57 -0.30 0.003
C -24.16 -6.07 -0.83 0.003
C -24.58 -5.62 -2.06 -0.005
C -25.81 -6.16 -2.74 0.000
N -26.73 -6.89 -2.17 0.000
H -26.28 -4.72 -6.49 0.000
H -24.83 -2.87 -7.48 0.000
H -22.77 -2.26 -6.14 0.006
H -21.49 -4.01 -0.48 0.013
H -22.53 -5.86 0.66 0.000
H -24.76 -6.83 -0.32 0.000
N -20.65 -2.07 -1.43 0.059
C -19.79 -2.12 -0.66 -0.002
N -18.95 -2.23 0.40 0.001
C -17.63 -1.55 0.29 0.001
C -17.24 -0.86 1.65 0.000
C -17.41 -1.88 2.80 0.000
C -18.86 -2.53 2.79 0.000
C -19.10 -3.25 1.41 0.000
H -17.65 -0.81 -0.51 0.000
H -16.81 -2.29 0.04 0.000
H -18.01 -0.08 1.75 0.000
H -16.24 -0.54 1.51 0.000
H -17.16 -1.39 3.78 0.000
H -16.68 -2.66 2.74 0.000
H -19.66 -1.78 2.77 0.000
H -19.03 -3.15 3.63 0.000
H -20.08 -3.72 1.38 0.000
H -18.34 -4.02 1.15 0.000
C -21.46 3.16 -1.43 0.003
C -22.44 3.33 -2.42 -0.001
C -23.06 2.25 -2.97 0.007
C -22.84 1.00 -2.41 -0.007
C -21.89 0.81 -1.40 0.007
C -21.18 1.90 -0.90 0.003
P -23.61 -0.62 -2.86 0.022
C -24.77 -0.80 -1.45 -0.012
C -25.62 0.32 -1.16 -0.001
C -26.32 0.31 0.03 0.000
C -26.27 -0.74 0.97 0.000
C -25.42 -1.79 0.69 0.002
C -24.66 -1.79 -0.49 -0.001
C -24.62 -0.22 -4.38 0.008
C -24.02 0.25 -5.55 0.012
C -24.73 0.42 -6.71 -0.002
C -26.08 0.09 -6.68 0.002
C -26.69 -0.45 -5.54 -0.001
C -25.89 -0.70 -4.38 0.004
H -20.93 4.01 -1.14 0.000
H -22.92 4.28 -2.74 0.000
H -23.80 2.39 -3.80 0.001
H -21.76 -0.14 -0.90 0.003
H -20.54 1.78 -0.08 0.000
H -25.82 1.16 -1.81 0.001
H -27.00 1.14 0.34 0.000
H -26.95 -0.76 1.80 0.000
H -25.40 -2.63 1.33 0.000
H -23.94 -2.59 -0.73 0.007
H -23.00 0.59 -5.47 0.002
H -24.29 0.71 -7.67 0.000
H -26.59 0.22 -7.60 0.000
H -27.73 -0.79 -5.50 0.000
H -26.34 -1.04 -3.46 0.000
F -18.43 3.32 -3.38 0.001
C -18.76 2.09 -3.74 0.011
C -19.76 1.87 -4.67 -0.005
F -20.36 2.92 -5.25 0.000
C -20.12 0.57 -5.04 0.007
F -21.09 0.50 -5.96 0.001
C -19.59 -0.52 -4.37 0.031
Se -20.16 -2.27 -4.91 0.093
C -18.60 -0.27 -3.46 -0.012
F -18.03 -1.29 -2.81 0.001
C -18.15 0.98 -3.07 -0.007
F -17.18 1.10 -2.18 0.000
```